Here is an isolated molecule of C2H6N4O2 from OMol25. Energies are from wB97M-V/def2-TZVPD.

Properties
SMILES string = NC(=O)/N=C(\N)NO
LUMO level = 0.929 eV
Spin multiplicity = 1
Strongest force on any atom = 6.2 eV/A
Relative energy (zero: lowest compared OMol25 entry of this formula, charge and spin) = 2.195 eV
Orbital gap = 0.368 Eh

Each line ends with the Mulliken charge.
Cartesian coordinates (Å):
N1 -1.7371 0.2425 -1.3545  -0.301
C1 1.7270 0.1477 0.6562  0.593
C2 -0.5172 0.0230 -0.1297  0.362
N2 2.8325 0.8203 0.2998  -0.345
N3 -1.0118 -0.6069 0.9307  -0.338
O1 -2.8603 -0.5787 -1.0904  -0.472
N4 0.5547 0.4350 -0.5939  -0.473
O2 1.6516 -0.5758 1.6281  -0.615
H1 -3.5704 0.0397 -0.8659  0.355
H2 -1.3198 -0.0978 -2.2186  0.246
H3 3.6784 0.7489 0.8468  0.246
H4 2.8264 1.3579 -0.5485  0.241
H5 -0.3236 -0.9368 1.6014  0.249
H6 -1.9305 -1.0191 0.8386  0.252